ORCA calculation (ωB97M-V/def2-TZVPD) on the molecule C4H6N2O.

Last column: Löwdin charge in e.
Geometry (Å):
C1 0.940 1.959 -0.761  -0.081
O1 1.306 0.873 0.078  -0.088
C2 0.405 -0.135 0.118  -0.420
C3 -0.226 -0.592 1.295  -0.005
C4 -1.059 -1.591 0.856  -0.105
N1 -0.893 -1.671 -0.483  -0.040
N2 0.005 -0.787 -0.961  0.110
H1 1.432 2.847 -0.355  0.087
H2 1.262 1.794 -1.794  0.086
H3 -0.147 2.106 -0.744  0.092
H4 -0.088 -0.212 2.296  0.103
H5 -1.758 -2.225 1.383  0.112
H6 -1.353 -2.303 -1.117  0.148

Computed properties:
2S+1: 1
Charge: 0
HOMO-LUMO gap in hartree: 0.372
Relative energy (zero: lowest compared OMol25 entry of this formula, charge and spin) in kcal per mole: 36.9
Structure (SMILES): COc1cc[nH]n1